Entry from OMol25: 12 unconnected molecules or ions with the total composition C9H42O12 (wB97M-V/def2-TZVPD).

```
63
Properties=species:S:1:pos:R:3:forces:R:3:lowdin_charge:R:1
C 3.271270 0.887616 -2.132887 -1.619 0.350 -1.381 -0.122
O 2.545840 2.016846 -1.635037 0.224 0.573 1.510 -0.146
H 4.058460 0.486236 -1.494667 -0.156 0.637 0.073 0.079
H 2.508180 0.122316 -2.274647 0.405 -0.588 -0.023 0.041
H 3.574670 1.203116 -3.131137 0.832 -0.575 -0.023 0.085
H 2.104120 2.500206 -2.337067 0.306 -0.304 -0.166 0.060
C 3.292510 -1.748644 0.626973 -1.030 -0.782 0.153 -0.168
O 3.912550 -1.786694 -0.612577 1.622 0.335 -0.465 -0.132
H 3.023300 -2.776804 0.868893 -0.285 -0.069 0.575 0.083
H 3.906190 -1.375084 1.446693 0.235 0.235 -0.407 0.075
H 2.372360 -1.176544 0.508083 -0.170 0.206 0.648 0.056
H 3.353960 -2.327284 -1.175907 -0.282 0.169 -0.361 0.026
C -3.226300 2.343046 0.346803 0.899 -1.306 0.778 -0.203
O -3.160070 3.683486 0.083953 -1.572 1.113 0.110 -0.097
H -4.000690 2.011506 1.038543 -0.640 0.678 -0.161 0.079
H -3.304700 1.706746 -0.534707 0.088 -0.080 -0.223 0.075
H -2.326950 2.093546 0.909853 0.497 -0.665 -0.105 0.057
H -2.286930 3.909526 -0.244897 0.261 0.187 -0.311 0.006
C 2.703650 0.817376 3.183423 0.546 -0.622 -0.374 -0.178
O 2.761190 1.538196 4.382723 -0.463 0.558 0.428 -0.107
H 3.703080 0.667086 2.775183 0.125 0.238 -0.304 0.073
H 2.301900 -0.191814 3.274163 -0.355 -0.093 0.308 0.061
H 2.089640 1.356006 2.461633 0.110 0.147 0.148 0.072
H 3.289830 1.094606 5.050083 0.027 -0.211 -0.213 0.079
C -0.058940 0.156686 -3.999337 0.096 0.459 0.798 -0.126
O -0.621250 1.120886 -3.111577 -1.315 0.121 0.003 -0.141
H 0.370770 0.655796 -4.867867 0.537 -0.298 0.101 0.084
H 0.597120 -0.416334 -3.344097 0.674 -0.290 -0.854 0.052
H -0.813400 -0.531544 -4.380417 -0.347 0.274 0.252 0.080
H -0.115300 1.931566 -3.019807 0.232 -0.267 -0.321 0.060
C 0.155480 3.988896 0.116433 0.276 0.221 0.241 -0.109
O -0.818990 4.468966 -0.813037 0.280 -0.564 -0.273 -0.124
H 0.035500 4.475596 1.084323 0.101 0.144 0.029 0.089
H 0.020030 2.920516 0.284743 -0.301 0.054 -0.319 0.062
H 1.175760 4.109356 -0.247757 -0.009 0.142 -0.029 0.078
H -0.673580 5.380756 -1.075887 0.213 0.033 0.245 0.102
C 0.202080 -2.842174 2.893033 0.671 -0.212 0.262 -0.140
O 0.389690 -3.220064 4.271093 -0.457 0.165 -0.320 -0.122
H -0.776670 -2.472704 2.587033 -0.156 -0.179 0.503 0.056
H 0.918870 -2.055774 2.656623 0.039 0.030 -0.141 0.051
H 0.448450 -3.726384 2.305183 -0.053 0.106 -0.180 0.081
H -0.352940 -2.928754 4.805163 -0.011 0.074 -0.107 0.066
C -4.748730 -1.298914 -0.684887 0.421 -0.744 -1.096 -0.176
O -5.462540 -0.259164 -1.296807 -0.762 0.559 0.282 -0.114
H -4.782230 -2.181324 -1.323897 0.045 -0.294 -0.207 0.072
H -3.690120 -1.050234 -0.610127 0.041 0.006 0.695 0.067
H -5.236170 -1.640434 0.228273 0.149 0.621 0.263 0.080
H -4.926900 0.193786 -1.952187 0.148 -0.153 0.067 0.076
C 0.038180 0.028186 -0.090207 -0.039 0.283 0.271 -0.124
O -0.712450 -1.111694 0.312723 0.927 -0.359 -0.773 -0.150
H 0.864810 -0.176024 -0.770697 -0.397 -0.611 -0.253 0.060
H -0.628820 0.748066 -0.564547 0.193 0.173 0.000 0.064
H 0.555570 0.449466 0.771723 -0.167 0.341 0.252 0.068
H -1.369330 -0.818454 0.948433 -0.337 -0.039 0.112 -0.001
O 1.911560 -2.774184 -2.343387 0.578 0.247 -0.199 -0.039
H 2.148600 -3.701574 -2.345757 -0.093 -0.330 -0.104 0.057
H 0.985050 -2.763914 -2.103167 -0.601 -0.200 0.290 0.008
O -2.591850 -0.594034 2.061263 -0.140 0.045 0.391 -0.021
H -2.490080 0.233716 2.531063 0.086 0.338 0.169 0.066
H -3.501900 -0.847354 2.215773 -0.287 -0.172 -0.137 0.068
O -0.686300 -3.506854 -1.104527 0.117 -0.487 -0.397 -0.049
H -1.350950 -4.176634 -0.943687 -0.058 -0.255 -0.142 0.042
H -0.875170 -2.822324 -0.462677 0.098 0.890 0.414 -0.006
```
Positions in Å, forces in eV/Å.

Calculated values
Lowest unoccupied orbital energy = 0.07 eV
SMILES string = CO.CO.CO.CO.CO.CO.CO.CO.CO.O.O.O
HOMO = -9.702 eV

Entry from OMol25: 2 unconnected molecules or ions with the total composition C3H10S3Si (wB97M-V/def2-TZVPD).

```
17
Properties=species:S:1:pos:R:3:forces:R:3:lowdin_charge:R:1
C -3.365176 -0.922245 -1.312991 1.379 -1.108 -1.922 -0.248
Si -1.557893 -0.240500 -1.348967 -0.217 -1.401 4.168 0.376
C -1.039135 0.438153 0.513037 -1.223 0.595 -2.837 -0.228
S -0.273234 -1.991021 -1.765409 0.552 1.143 0.944 0.341
H -4.151580 -0.275479 -1.138551 -1.269 2.158 0.454 -0.024
H -3.539566 -1.201984 -2.385971 -0.012 -0.399 0.861 0.029
H -3.639449 -1.753112 -0.630055 1.062 0.127 -0.527 0.046
H -0.931959 0.708872 -2.158885 -0.181 1.363 -1.554 -0.077
H -0.172419 -0.123852 0.619580 2.264 -0.386 0.360 -0.085
H -0.924529 1.535420 0.675744 0.017 -0.996 -0.285 0.035
H -1.651629 -0.016209 1.230979 -1.414 -0.294 1.100 -0.015
H 0.784074 -1.294246 -1.151503 -0.955 -0.810 -0.744 -0.190
S 2.701992 0.887850 0.776660 0.681 0.464 0.441 0.585
C 3.911950 1.523827 1.677085 -0.864 -1.338 -0.544 -1.146
S 5.171415 0.682748 2.476560 -0.167 -0.605 -0.204 0.731
H 3.976095 2.554784 1.882151 -0.025 1.360 0.050 -0.024
H 4.701042 -0.513004 2.040537 0.373 0.128 0.238 -0.106
```
Positions in Å, forces in eV/Å.

Calculated values
Lowest unoccupied orbital energy = -0.43 eV
SMILES string = C[SiH](C)S.S=CS
HOMO = -9.019 eV

Entry from OMol25: 2 unconnected molecules or ions with the total composition C2H6O2P (wB97M-V/def2-TZVPD).

```
11
Properties=species:S:1:pos:R:3:forces:R:3:lowdin_charge:R:1
C -1.147495 -1.171214 1.553874 0.315 0.871 -0.767 -0.316
C 0.337459 1.164234 -1.069458 -1.480 -1.528 1.142 -0.144
O -2.753465 0.287662 -0.137230 -0.374 0.741 -0.216 -0.424
O -1.301595 -1.579438 -1.106436 -0.049 0.933 0.258 -0.274
P -1.457138 -0.378654 0.046739 1.352 -0.716 -0.575 0.474
H -1.296653 -0.477073 2.378911 -0.063 0.022 0.136 -0.066
H -0.155982 -1.619971 1.604231 0.115 -0.116 -0.017 -0.070
H -0.202840 1.988347 -1.513171 -0.217 0.133 -0.059 -0.064
H 1.014140 1.485528 -0.287144 0.086 0.060 0.169 -0.069
H 0.842646 0.558292 -1.814152 0.021 -0.130 -0.103 -0.068
H -0.485067 -2.040982 -0.917083 0.295 -0.269 0.033 0.020
```
Positions in Å, forces in eV/Å.

Calculated values
Lowest unoccupied orbital energy = 4.18 eV
HOMO = -2.892 eV
Total charge = -1

Entry from OMol25: a molecular structure, C3H4FLaO3 (wB97M-V/def2-TZVPD).

```
12
Properties=species:S:1:pos:R:3:forces:R:3:lowdin_charge:R:1
C 1.526004 -1.066398 0.332493 -0.787 1.057 0.177 -0.037
C 0.171539 -0.924540 0.148854 0.494 -3.411 -0.395 -0.236
H 2.146397 -0.736268 -0.505885 -0.074 -0.184 0.374 0.042
H 1.916087 -1.018405 1.352481 0.096 -0.087 -0.363 0.049
F -0.633756 -1.411681 1.143216 0.405 1.024 -0.805 -0.019
H -0.208290 -1.101738 -0.862527 -0.429 0.864 0.612 0.093
La 1.386151 -5.050077 -0.765857 -0.063 0.856 0.256 0.906
O -1.403735 2.862880 -0.939112 -0.758 0.872 -0.581 0.038
C -1.287944 1.865607 -0.009930 2.002 -1.220 -0.271 -0.816
O -0.896530 2.157912 1.122562 -0.636 0.269 0.347 -0.028
O -1.371262 0.715483 -0.538934 -0.342 0.121 0.451 -0.083
H -1.344661 3.707225 -0.477361 0.092 -0.160 0.198 0.090
```
Positions in Å, forces in eV/Å.

Calculated values
Lowest unoccupied orbital energy (alpha / beta) = -2.84 / -2.95 eV
HOMO (alpha / beta) = -6.904 / -6.921 eV

Entry from OMol25: 9 unconnected molecules or ions with the total composition C5H29N2O8 (wB97M-V/def2-TZVPD).

```
44
Properties=species:S:1:pos:R:3:forces:R:3:lowdin_charge:R:1
C 1.468037 -2.495427 -0.651023 -0.623 -0.827 1.709 -0.026
C 1.251037 -1.153779 0.079056 2.535 2.647 -1.428 -0.317
C 1.079795 -1.166128 1.590394 -4.807 -2.726 0.297 -0.112
C 0.818908 0.142493 2.191876 2.300 0.460 -0.443 -0.314
C -0.483742 0.372011 2.403247 -2.860 2.231 0.717 0.200
N 1.868745 0.910146 2.476280 2.374 -5.867 0.630 0.316
N 0.077689 -0.470753 -0.622546 -1.239 1.211 -2.502 0.161
H 2.481409 -2.863581 -0.455815 -0.125 0.187 -0.061 0.097
H 0.783738 -3.240225 -0.137335 0.537 0.636 -1.107 0.107
H 1.320940 -2.446302 -1.744016 -0.153 0.100 0.652 0.096
H 2.280977 -0.475192 -0.084628 -2.954 -1.314 0.070 0.203
H 1.882965 -1.649924 2.014542 1.980 -1.190 0.942 0.110
H 0.030005 -1.820575 1.973934 3.400 1.181 -1.593 0.212
H -1.207655 -0.384526 2.176352 0.415 -0.370 -0.084 0.058
H -0.940754 1.275512 2.780118 0.772 0.128 0.491 0.107
H 2.768379 0.285130 2.694111 -2.210 1.896 -1.130 0.235
H 2.106427 1.831288 2.587713 -0.429 3.281 0.425 0.089
H -0.812905 -0.992268 -0.484351 0.753 -0.829 -0.620 0.129
H 0.277979 -0.306810 -1.694492 -0.207 -1.121 2.081 0.163
H -0.376228 0.498786 -0.574576 1.600 -0.103 0.900 0.122
H 2.924833 -0.513723 -2.485045 0.749 -1.006 0.264 0.016
H 2.672765 0.498828 -3.557858 -0.523 0.012 1.391 0.098
O 2.422228 0.272789 -2.618878 -0.320 0.823 -1.611 -0.053
H 3.457536 3.507746 0.281625 0.213 -0.776 -0.125 0.092
H 2.408866 3.771690 1.191270 -1.751 2.337 1.476 0.016
O 2.819398 3.031665 0.840858 1.349 -1.473 -1.272 -0.019
H -2.071803 1.851361 1.640675 -0.536 -0.612 0.773 -0.002
H -2.435964 2.869317 0.723979 -3.133 2.439 -1.676 0.027
O -1.695558 2.449846 1.021541 3.143 -1.485 0.560 0.030
H -2.760106 -0.611746 2.003622 -2.025 -0.932 0.033 0.007
H -4.286389 -0.400538 2.303799 1.055 -1.663 -0.569 0.113
O -3.629078 -1.111288 2.006352 0.508 2.594 0.550 -0.074
H -0.545946 -0.837997 -4.322006 -2.382 -0.365 1.379 0.116
H -2.024340 -1.462090 -4.234859 0.765 0.526 0.395 0.082
O -1.371630 -0.939835 -3.713064 1.746 -0.156 -1.908 -0.096
H -2.679051 -2.500733 1.000620 1.224 -0.298 -0.689 0.040
H -2.442808 -3.488685 -0.073570 0.582 -0.068 -0.243 0.070
O -1.927657 -2.827229 0.416037 -1.747 0.605 0.884 -0.081
H -2.536093 1.099322 -1.359066 -4.662 -0.258 2.243 -0.011
H -1.893393 0.692592 -2.776083 -1.159 -1.626 -2.469 -0.002
O -1.874503 1.066245 -1.941373 5.420 1.718 0.543 0.041
H -0.447359 2.715324 -1.026496 -6.252 1.930 1.726 -0.068
H 0.894003 2.540776 -0.555733 2.080 0.534 2.196 -0.020
O 0.346302 2.476486 -1.285190 4.597 -2.411 -3.797 0.043
```
Positions in Å, forces in eV/Å.

Calculated values
Lowest unoccupied orbital energy (alpha / beta) = -6.47 / -10.40 eV
HOMO (alpha / beta) = -17.018 / -17.018 eV
Expectation value of S² = 0.77
Total charge = +2
Multiplicity = 2

Entry from OMol25: a molecular structure, C32H38N5PRhSSi (wB97M-V/def2-TZVPD).

```
79
Properties=species:S:1:pos:R:3:forces:R:3:lowdin_charge:R:1
Rh 0.665117 -0.127625 0.052898 -0.416 -1.828 -0.629 0.686
C 0.251358 2.103983 6.323156 0.011 -0.012 -0.023 -0.167
Si -0.932552 1.910032 4.893735 -0.007 0.029 0.034 0.515
C -2.656999 1.519950 5.496180 0.005 0.006 -0.029 -0.167
C -0.944042 3.437157 3.823119 -0.011 -0.023 0.023 -0.202
C -0.357529 0.377800 3.918019 0.015 0.017 0.014 -0.218
C -0.370646 -0.864059 4.554084 0.035 -0.074 -0.041 -0.053
C 0.028885 -2.036733 3.915591 -0.001 0.011 0.061 -0.035
C 0.431600 -1.966894 2.599397 0.012 0.115 0.044 -0.121
N 0.443060 -0.793196 1.966236 -0.278 0.294 0.202 -0.128
C 0.082412 0.344680 2.598003 0.137 0.115 -0.250 -0.652
S 0.276357 1.630668 1.388334 0.228 -0.097 0.311 0.714
H -0.013705 2.972938 6.929020 -0.013 -0.003 -0.006 0.040
H 1.275055 2.243255 5.970031 -0.003 0.006 0.003 0.039
H 0.238719 1.230587 6.978656 0.002 0.000 -0.006 0.034
H -3.061032 2.361200 6.063459 0.009 -0.001 0.002 0.040
H -2.676727 0.646146 6.150635 0.006 -0.001 -0.008 0.033
H -3.332724 1.328841 4.659541 -0.003 0.001 0.006 0.037
H -1.315467 4.268692 4.427864 0.005 0.009 -0.017 0.043
H -1.605210 3.336949 2.960584 -0.003 0.002 0.007 0.022
H 0.050595 3.709139 3.466259 0.001 -0.005 0.008 0.022
H -0.698677 -0.929488 5.586026 -0.002 0.016 -0.002 0.113
H 0.028973 -2.985678 4.432064 -0.003 0.004 0.004 0.114
H 0.761735 -2.832264 2.039216 -0.027 -0.009 -0.003 0.126
C 2.766135 4.045585 -4.586523 -0.009 -0.010 0.007 -0.063
C 3.028593 2.766566 -5.060739 0.000 0.006 -0.006 -0.063
C 2.640026 1.658648 -4.324706 0.041 0.007 -0.003 -0.090
C 1.986386 1.835223 -3.106206 -0.326 0.037 0.040 -0.360
C 1.719321 3.117253 -2.634872 -0.019 0.008 0.017 -0.084
C 2.114173 4.221532 -3.374725 -0.001 0.011 -0.006 -0.066
P 1.589325 0.415604 -2.069791 0.588 -0.056 0.401 1.028
C 1.186648 -0.986473 -3.148471 -0.053 0.135 -0.095 -0.374
C 0.351461 -0.803517 -4.252258 -0.033 -0.010 -0.002 -0.111
C -0.090539 -1.896761 -4.979503 -0.001 -0.023 -0.001 -0.065
C 0.289483 -3.181360 -4.607722 -0.003 0.006 -0.004 -0.067
C 1.121723 -3.369043 -3.514490 0.004 0.010 0.005 -0.069
C 1.571820 -2.275849 -2.784682 0.005 -0.033 0.026 -0.092
C 3.107677 -0.012533 -1.165253 -0.375 -0.001 -0.120 -0.381
C 4.460001 0.082233 -1.447922 0.100 -0.204 -0.031 -0.055
C 5.350013 -0.243167 -0.432856 -0.049 -0.005 0.010 -0.064
C 4.881640 -0.627367 0.824281 0.002 -0.011 -0.055 -0.066
C 3.522356 -0.668375 1.110694 0.026 -0.225 -0.053 -0.085
C 2.619215 -0.384171 0.089312 0.326 1.293 0.301 -0.310
H 3.067799 4.907429 -5.166751 0.006 -0.002 0.004 0.112
H 3.536986 2.632342 -6.006163 -0.002 -0.003 0.000 0.112
H 2.847481 0.662683 -4.697266 -0.015 0.001 0.001 0.112
H 1.208281 3.252632 -1.688648 -0.001 -0.012 0.000 0.100
H 1.909073 5.217916 -3.007123 -0.002 -0.001 -0.003 0.111
H 0.042237 0.193551 -4.544768 0.022 0.005 0.009 0.115
H -0.732066 -1.747484 -5.837936 -0.001 0.001 0.002 0.113
H -0.056665 -4.033946 -5.176817 0.001 0.004 -0.002 0.111
H 1.432774 -4.366512 -3.233051 -0.003 0.002 0.000 0.111
H 2.235474 -2.430368 -1.941724 0.009 0.017 -0.003 0.102
H 4.812738 0.423800 -2.413430 0.001 -0.022 -0.007 0.112
H 6.415896 -0.176877 -0.606509 -0.005 0.004 -0.003 0.110
H 5.596605 -0.863337 1.602309 -0.002 -0.002 0.001 0.110
H 3.192842 -0.925333 2.109761 -0.018 0.072 0.009 0.094
C -2.124399 -0.273649 -1.551879 0.079 0.012 0.021 -0.178
N -1.619439 -0.739717 -0.226569 -0.061 0.427 -0.177 -0.157
C -1.671580 -2.226371 -0.237207 0.054 0.037 -0.057 -0.174
N -3.006637 -2.725425 -0.504508 0.002 0.013 0.002 -0.078
C -3.449074 -2.210095 -1.804956 -0.005 -0.008 -0.007 -0.154
N -3.466445 -0.745295 -1.830523 0.013 0.000 0.030 -0.079
C -4.360828 -0.269228 -0.771736 0.000 -0.002 0.002 -0.156
N -3.933413 -0.742972 0.548360 0.013 0.008 -0.039 -0.079
C -2.587283 -0.263313 0.799905 0.073 -0.074 0.079 -0.187
C -3.910658 -2.207620 0.528050 -0.017 -0.010 0.004 -0.156
H -1.446971 -0.651245 -2.319639 -0.001 0.031 -0.003 0.096
H -2.098813 0.817938 -1.552762 -0.025 0.002 -0.018 0.131
H -1.340581 -2.590588 0.736608 -0.004 -0.009 0.003 0.107
H -0.985850 -2.585645 -1.011678 0.003 -0.019 0.009 0.122
H -4.451634 -2.585440 -2.011107 0.000 0.006 -0.002 0.132
H -2.770283 -2.571063 -2.580674 -0.008 -0.008 -0.003 0.127
H -5.371429 -0.627471 -0.969029 0.002 -0.003 -0.001 0.131
H -4.369376 0.822011 -0.774396 -0.001 0.000 -0.001 0.131
H -2.256471 -0.627414 1.775696 -0.012 0.023 0.002 0.118
H -2.568100 0.827192 0.803535 -0.021 0.000 0.001 0.113
H -4.917477 -2.577272 0.332579 -0.001 0.002 0.006 0.131
H -3.586728 -2.573923 1.504372 0.003 -0.003 -0.002 0.130
```
Positions in Å, forces in eV/Å.

Calculated values
Lowest unoccupied orbital energy = -3.94 eV
HOMO = -10.734 eV
Total charge = +1

The records above give, respectively, relative energy (zero: lowest compared OMol25 entry of this formula, charge and spin) values of 5.552, 0.001, 2.721, 1.481, 2.529, 0.520 eV.
The records above give, respectively, maximum force values of 2.16, 4.40, 2.41, 3.47, 6.77, 1.98 eV/Å.